Record 1
DFT (ωB97M-V/def2-TZVPD) results for the molecule C4H4O2S2 in a non-equilibrium geometry.

```
12
Properties=species:S:1:pos:R:3:forces:R:3
O 1.827 -1.413 0.281 -0.3 -1.0 0.8
C 2.084 -0.539 -0.487 0.6 0.6 0.0
S 1.024 0.726 -0.990 0.3 0.5 -1.4
C -0.235 0.321 0.153 -2.4 -1.2 -0.3
C -1.244 1.465 0.323 1.8 -1.5 -0.5
O -1.158 2.464 -0.311 -0.6 1.0 -0.2
C -0.988 -1.083 -0.071 2.5 1.0 2.2
S -2.410 -1.185 -0.739 -0.7 -0.2 -0.6
H 3.091 -0.399 -0.843 0.7 0.0 -0.7
H 0.314 0.313 1.060 0.2 -0.5 1.3
H -1.899 1.229 1.146 -1.0 0.4 0.5
H -0.406 -1.900 0.477 -1.0 0.8 -1.2
```
Positions in Å, forces in eV/Å.

Properties
LUMO energy: -0.704 eV
max |F|: 3.503 eV/Å
HOMO level: -9.14 eV
SMILES: O=CS[C@@H](C=O)C=S
electronic energy: -29976.22886 eV
total charge: 0
Kohn-Sham gap: 8.44 eV
energy relative to the best compared isomer or geometry (same formula, charge and spin): 144.7 kJ/mol


Record 2
DFT (ωB97M-V/def2-TZVPD) results for a structure of composition C22H18BrClN5ORuS in a non-equilibrium geometry.

```
50
Properties=species:S:1:pos:R:3:forces:R:3
Ru 13.279 10.923 7.637 -0.2 0.0 0.3
Br 5.469 9.962 8.032 -0.3 0.4 0.2
C 7.282 9.951 7.743 -0.1 0.5 0.5
C 7.792 8.781 7.182 1.1 -1.8 -0.5
C 9.133 8.681 6.934 1.9 0.9 -0.3
C 10.061 9.865 7.257 -2.4 -3.2 -0.3
O 11.257 9.802 7.021 1.9 -0.5 -0.5
C 9.460 10.946 7.916 0.8 2.0 0.8
C 10.252 12.147 8.225 -3.1 -1.1 -0.1
N 11.437 12.368 7.924 2.3 -0.5 -0.7
C 11.848 13.680 7.898 0.9 3.0 -0.1
C 11.015 14.753 7.559 1.1 0.6 0.8
C 11.496 16.100 7.699 2.3 -1.4 0.7
C 12.827 16.333 8.078 -1.0 -0.5 -0.7
C 13.755 15.265 8.245 0.0 0.6 1.3
C 15.109 15.392 8.736 -0.5 0.0 -0.5
C 15.922 14.314 8.972 -0.9 0.2 -0.4
C 15.332 13.080 8.722 1.1 -1.6 -0.1
N 14.092 12.939 8.352 -1.0 -1.6 0.0
C 13.246 13.983 8.191 -0.9 -1.1 -0.7
C 8.125 11.030 8.133 -1.4 -0.4 -0.3
H 7.162 7.882 7.008 0.3 1.0 0.1
H 9.679 7.789 6.503 -1.1 1.0 0.6
H 9.614 12.936 8.588 0.0 0.6 0.4
H 9.983 14.659 7.254 0.0 -0.4 0.0
H 10.850 16.931 7.591 -0.6 0.5 -0.3
H 13.173 17.334 8.219 0.1 0.5 0.0
H 15.474 16.374 8.898 0.3 0.8 0.1
H 16.952 14.345 9.271 0.2 0.4 0.2
H 15.912 12.119 8.769 -0.4 1.2 0.1
H 7.670 11.934 8.541 0.1 -0.3 0.0
Cl 14.848 5.579 6.235 0.0 -0.2 0.0
C 14.885 6.759 7.492 -0.5 -0.4 -0.9
C 15.749 6.642 8.551 0.5 -0.4 0.2
C 15.767 7.677 9.458 0.0 0.7 0.9
C 14.939 8.761 9.221 0.3 0.5 0.2
N 14.096 8.866 8.177 0.0 0.5 0.6
C 14.029 7.838 7.349 0.1 -0.3 -0.6
H 16.405 5.778 8.641 -0.2 0.2 0.0
H 16.403 7.718 10.365 -0.4 -0.3 -0.8
H 14.998 9.625 9.868 -0.1 0.0 0.1
H 13.347 7.884 6.500 0.1 0.0 0.4
N 13.563 11.110 5.369 1.2 0.4 0.2
C 14.816 10.355 5.222 -2.1 0.1 -0.7
N 14.649 9.229 4.520 -0.2 -0.4 -0.9
S 16.133 10.873 5.998 0.7 0.2 0.4
H 12.724 10.805 4.886 0.2 0.0 -0.3
H 13.766 12.119 5.261 -0.3 -0.8 -0.1
H 13.811 9.073 3.937 0.8 0.3 0.6
H 15.460 8.665 4.263 -0.3 0.3 0.4
```
Positions in Å, forces in eV/Å.

Properties
LUMO energy (spin up / spin down): -6.113 / -8.132 eV
max |F|: 4.022 eV/Å
HOMO level (spin up / spin down): -13.82 / -14.10 eV
spin multiplicity: 6
electronic energy: -128570.41008 eV
total charge: +2
Kohn-Sham gap (spin up / spin down): 7.71 / 5.97 eV


Record 3
DFT (ωB97M-V/def2-TZVPD) results for the molecule C19H23NO7 in a non-equilibrium geometry.

```
50
Properties=species:S:1:pos:R:3:forces:R:3
C 7.130 -1.529 0.365 3.1 -5.8 -8.2
O 5.979 -1.857 0.764 -9.6 1.0 4.0
C 5.095 -0.782 0.721 -0.4 1.2 -2.5
O 5.381 0.271 0.067 -1.4 -4.2 3.3
C 3.692 -1.212 1.385 3.6 8.0 -6.3
C 3.637 -2.182 2.118 -5.7 -9.0 9.8
C 2.346 -2.503 3.004 -0.8 9.9 -7.3
C 1.174 -1.566 2.868 14.7 1.8 -8.6
C 0.059 -1.651 3.456 -9.7 -0.9 2.7
O -0.938 -0.927 3.198 0.1 -2.1 2.3
O 0.059 -2.776 4.149 -4.1 -1.6 2.5
C -1.368 -3.207 4.806 7.9 3.4 7.5
C 1.404 -0.396 1.727 -1.5 -3.1 4.2
N 0.268 0.427 1.661 2.5 1.5 -0.8
C 0.256 1.548 0.807 -7.0 -4.1 2.4
O 0.966 1.570 -0.080 5.7 2.4 -5.2
C -1.242 2.117 0.651 9.4 9.0 1.3
O -1.676 2.399 -0.555 0.1 4.5 -2.4
C -1.442 1.530 -1.442 -3.6 -0.3 -5.0
O -1.288 0.407 -1.191 2.0 -4.8 1.5
C -1.905 1.849 -2.874 5.7 3.2 -0.2
C -2.950 2.816 -3.028 -3.1 6.0 1.6
C -4.346 2.261 -2.599 5.7 -3.7 -0.5
C -4.471 1.110 -3.675 -2.7 -7.2 15.4
C -3.362 0.093 -3.555 -10.1 -4.7 4.9
C -2.250 0.722 -3.714 13.9 1.4 -6.1
C 2.658 -0.345 1.159 -2.6 2.6 -0.5
H 7.652 -2.422 0.550 2.1 -0.6 0.5
H 7.446 -0.687 0.653 3.0 6.4 2.3
H 7.020 -1.572 -0.800 1.1 0.8 1.3
H 4.310 -2.802 2.577 2.6 -1.3 -0.2
H 2.211 -3.268 3.557 -0.2 -5.3 3.9
H -1.465 -2.276 5.617 -0.8 -2.3 -2.7
H -2.005 -3.374 4.085 -3.5 -0.8 -3.4
H -0.983 -4.021 5.560 -1.2 1.0 -2.2
H -0.589 0.039 2.080 0.6 0.3 0.3
H -1.804 1.498 0.985 -6.9 -7.3 5.5
H -1.117 3.169 1.093 -1.0 -1.7 0.5
H -0.893 2.537 -3.335 -2.4 -2.4 1.1
H -2.747 3.623 -2.206 -0.1 -0.7 -1.9
H -3.120 3.416 -4.104 1.0 -1.8 2.7
H -4.150 1.864 -1.565 -1.0 0.4 -0.8
H -4.983 3.024 -2.730 -2.9 2.3 0.0
H -5.511 0.803 -3.351 0.9 -0.9 -1.0
H -4.571 1.618 -4.362 -1.2 7.9 -13.4
H -3.629 -0.738 -4.187 0.5 -0.4 -0.3
H -3.361 -0.358 -2.332 -0.3 1.0 -3.4
H -1.328 -0.129 -3.843 -2.0 2.4 0.7
H -2.091 1.324 -4.738 -0.9 -1.8 1.2
H 2.842 0.549 0.603 0.3 0.1 -0.6
```
Positions in Å, forces in eV/Å.

Properties
LUMO energy: -0.829 eV
max |F|: 17.222 eV/Å
HOMO level: -8.48 eV
SMILES: COC(=O)c1ccc(C(=O)OC)c(NC(=O)COC(=O)C2CCCCC2)c1
electronic energy: -35883.09041 eV
total charge: 0
Kohn-Sham gap: 7.65 eV
energy relative to the best compared isomer or geometry (same formula, charge and spin): 1252.2 kJ/mol


Record 4
DFT (ωB97M-V/def2-TZVPD) results for a structure of composition C16H29ClMnNY in a non-equilibrium geometry.

```
49
Properties=species:S:1:pos:R:3:forces:R:3
Y 0.040 0.342 0.411 0.3 -2.2 -1.8
Cl -0.384 2.783 0.105 -0.3 1.0 -0.8
C -2.081 -0.439 0.660 -0.9 0.3 -0.2
H -2.311 -0.926 1.615 -0.1 0.1 -0.1
H -2.442 -1.057 -0.187 0.2 0.2 0.4
H -2.610 0.544 0.616 -0.1 -0.5 0.1
Mn 0.779 -0.503 -3.479 0.4 0.4 0.6
C 2.302 0.687 -3.271 1.8 1.2 0.3
C -0.742 0.214 -4.407 -1.6 0.7 -1.5
C 0.564 -2.026 -2.472 -1.0 -0.2 2.2
H -1.163 -0.801 -4.412 -0.5 0.5 -0.7
H -1.353 1.001 -4.003 -0.4 0.3 -0.1
H -0.065 0.501 -5.244 -0.9 -0.1 -0.1
H 2.911 -0.153 -2.906 0.6 0.6 -0.2
H 2.258 0.850 -4.359 0.8 0.3 0.1
H 2.293 1.583 -2.659 0.3 0.2 -0.1
H -0.391 -2.344 -2.877 0.2 -1.4 0.3
H 1.588 -2.321 -2.440 0.4 -1.6 0.2
C 0.537 0.744 7.132 0.0 -0.1 0.1
C 0.485 1.006 5.651 0.1 0.6 -0.8
C 0.176 2.304 5.201 0.0 -0.4 0.3
C 0.172 2.614 3.834 0.1 -0.5 0.4
C -0.161 4.005 3.384 0.0 0.4 -0.5
C 0.478 1.606 2.933 0.5 0.4 -0.4
C 0.694 0.264 3.342 -0.1 -1.3 -1.2
C 0.754 -0.005 4.723 -0.1 0.1 0.7
N 0.743 -0.673 2.310 0.5 0.5 0.9
C 0.879 -2.138 2.546 0.0 0.8 -0.3
C 2.213 -2.480 3.202 0.2 -0.3 0.1
C -0.270 -2.706 3.379 -0.2 -0.2 0.2
C 0.837 -2.780 1.161 0.0 -0.1 -0.2
H 1.339 1.337 7.600 -0.3 -0.2 -0.1
H -0.420 1.023 7.597 0.3 -0.1 0.0
H 0.732 -0.318 7.320 -0.1 0.2 0.1
H -0.052 3.083 5.933 0.0 -0.1 -0.2
H -1.099 4.352 3.835 0.1 -0.1 0.0
H 0.619 4.721 3.677 -0.1 -0.1 0.0
H -0.270 4.039 2.290 0.0 0.1 0.5
H 0.607 1.918 1.854 -0.1 0.0 1.9
H 0.983 -1.020 5.072 -0.2 0.8 -0.1
H 2.302 -2.021 4.187 0.1 -0.1 0.0
H 2.297 -3.578 3.310 0.1 0.4 0.0
H 3.043 -2.111 2.594 -0.1 -0.1 0.0
H -1.236 -2.498 2.907 0.2 -0.1 0.0
H -0.138 -3.798 3.475 -0.1 0.3 0.0
H -0.289 -2.262 4.378 -0.1 -0.2 -0.1
H -0.127 -2.630 0.649 0.2 0.0 0.1
H 1.611 -2.383 0.490 -0.2 0.0 0.2
H 0.995 -3.863 1.222 0.0 0.1 0.0
```
Positions in Å, forces in eV/Å.

Properties
LUMO energy (spin up / spin down): 4.325 / 4.321 eV
max |F|: 2.859 eV/Å
HOMO level (spin up / spin down): 1.98 / 0.16 eV
spin multiplicity: 6
electronic energy: -63432.14430 eV
total charge: -2
Kohn-Sham gap (spin up / spin down): 2.35 / 4.16 eV